{"formula": "C4H9NO2", "method": "ωB97M-V/def2-TZVPD", "total_charge": 0, "energy_ha": -362.85937, "lumo_energy_ha": 0.0034, "relative_energy_kcal_mol": 141.9, "homo_ev": -9.23, "mol_weight_g_mol": 103.12, "orbital_gap_ev": 9.33, "elements": ["C", "O", "C", "C", "N", "O", "C", "H", "H", "H", "H", "H", "H", "H", "H", "H"], "positions_angstrom": [[-1.6247, 0.6243, 1.6271], [-0.5466, 0.3552, 0.7341], [1.1875, -0.2782, 0.5688], [0.8049, -0.3591, -0.8370], [-0.1355, -1.1647, -1.1739], [-0.3559, -2.1245, -0.2137], [1.0828, 0.7992, -1.7506], [-2.3354, 1.2847, 1.0787], [-2.2332, -0.2546, 1.9265], [-1.3436, 1.1678, 2.5319], [1.2241, -1.1993, 1.1380], [2.0875, 0.3460, 0.7517], [-1.2137, -2.4932, -0.4518], [2.1327, 1.1133, -1.7382], [0.4687, 1.6474, -1.4203], [0.8004, 0.5357, -2.7711]], "mulliken_charge": [-0.778, -0.408, -0.562, 1.098, -0.491, -0.322, -1.222, 0.257, 0.253, 0.259, 0.315, 0.309, 0.356, 0.321, 0.273, 0.342]}

{"formula": "C4H9NO2", "method": "ωB97M-V/def2-TZVPD", "total_charge": 0, "energy_ha": -363.01121, "lumo_energy_ha": 0.0389, "relative_energy_kcal_mol": 46.6, "homo_ev": -9.49, "mol_weight_g_mol": 103.12, "smiles": "C/N=C/OCCO", "orbital_gap_ev": 10.55, "elements": ["C", "N", "C", "O", "C", "C", "O", "H", "H", "H", "H", "H", "H", "H", "H", "H"], "positions_angstrom": [[2.1124, -0.2463, -1.3284], [0.8910, 0.2745, -0.7442], [0.9328, 0.6373, 0.4668], [-0.1167, 1.0240, 1.1982], [-1.4303, 0.8450, 0.6461], [-1.8420, -0.6190, 0.7190], [-0.9114, -1.4767, 0.1113], [2.1239, -1.3405, -1.2351], [2.1393, -0.0067, -2.3950], [3.0213, 0.1470, -0.8514], [1.8403, 0.6590, 1.0769], [-2.0842, 1.4656, 1.2655], [-1.4572, 1.2194, -0.3828], [-1.9350, -0.9151, 1.7720], [-2.8368, -0.7154, 0.2540], [-0.4475, -0.9522, -0.5729]], "mulliken_charge": [-0.869, -0.594, 0.269, -0.371, -0.494, -0.388, -0.540, 0.259, 0.272, 0.364, 0.456, 0.317, 0.357, 0.314, 0.257, 0.389]}

{"formula": "C4H9NO2", "method": "ωB97M-V/def2-TZVPD", "total_charge": 0, "energy_ha": -362.96806, "lumo_energy_ha": 0.0353, "relative_energy_kcal_mol": 73.7, "homo_ev": -9.70, "mol_weight_g_mol": 103.12, "smiles": "COC/C(C)=N\\O", "orbital_gap_ev": 10.66, "elements": ["C", "O", "C", "C", "C", "N", "O", "H", "H", "H", "H", "H", "H", "H", "H", "H"], "positions_angstrom": [[2.0216, 0.4509, -0.2600], [1.3851, -0.3628, 0.7020], [0.1179, 0.1362, 1.0781], [-0.9076, -0.2109, 0.0171], [-1.1724, -1.6717, -0.1971], [-1.5151, 0.6184, -0.7381], [-1.1769, 1.9431, -0.4645], [2.7802, -0.1636, -0.7494], [1.3162, 0.8160, -1.0197], [2.5111, 1.3145, 0.2146], [0.1427, 1.2139, 1.2714], [-0.1458, -0.3783, 2.0069], [-1.7082, -2.0967, 0.6609], [-0.2167, -2.1995, -0.2793], [-1.7646, -1.8329, -1.1003], [-1.6678, 2.4235, -1.1424]], "mulliken_charge": [-0.591, -0.367, -0.552, 0.805, -1.092, -0.548, -0.365, 0.252, 0.295, 0.234, 0.358, 0.321, 0.259, 0.271, 0.357, 0.365]}

{"formula": "C4H9NO2", "method": "ωB97M-V/def2-TZVPD", "total_charge": 0, "energy_ha": -362.90151, "lumo_energy_ha": -0.0101, "relative_energy_kcal_mol": 115.5, "homo_ev": -8.77, "mol_weight_g_mol": 103.12, "orbital_gap_ev": 8.50, "elements": ["N", "C", "O", "C", "C", "C", "O", "H", "H", "H", "H", "H", "H", "H", "H", "H"], "positions_angstrom": [[-1.5010, 1.3593, -0.5562], [-0.2054, 1.7072, -0.7724], [0.1681, 2.8336, -1.0154], [0.7924, 0.5153, -0.6719], [0.7739, 0.0765, 0.7436], [-0.2726, -0.8889, 1.0914], [-1.1075, -1.3873, 0.0372], [-2.2012, 2.0686, -0.7123], [-1.7640, 0.3804, -0.5225], [0.4621, -0.2458, -1.3938], [1.7586, 0.9332, -0.9575], [2.7893, -1.9055, 0.2114], [2.6512, -1.3071, 0.6369], [0.2388, -1.7157, 1.6103], [-0.8738, -0.3781, 1.8646], [-1.7088, -2.0458, 0.4067]], "mulliken_charge": [-0.317, 0.461, -0.593, -0.240, -0.685, -0.149, -0.562, 0.217, 0.237, 0.319, 0.239, 0.116, -0.112, 0.442, 0.345, 0.281]}

{"formula": "C4H9NO2", "method": "ωB97M-V/def2-TZVPD", "total_charge": 0, "energy_ha": -363.06985, "lumo_energy_ha": 0.0339, "relative_energy_kcal_mol": 9.8, "homo_ev": -9.75, "mol_weight_g_mol": 103.12, "smiles": "CCNC(=O)OC", "orbital_gap_ev": 10.67, "elements": ["C", "C", "N", "C", "O", "O", "C", "H", "H", "H", "H", "H", "H", "H", "H", "H"], "positions_angstrom": [[1.7560, 1.5996, 0.5593], [0.2948, 1.7966, 0.1761], [-0.2425, 0.7067, -0.6160], [-0.6426, -0.4501, -0.0202], [-0.7928, -0.6146, 1.1740], [-0.8815, -1.3976, -0.9564], [-1.3458, -2.6380, -0.4325], [1.8541, 0.7659, 1.2603], [2.3566, 1.3664, -0.3323], [2.1563, 2.5054, 1.0298], [-0.3178, 1.8648, 1.0775], [0.1515, 2.7236, -0.3904], [0.0419, 0.6325, -1.5842], [-1.5796, -3.2539, -1.3018], [-0.5717, -3.1173, 0.1740], [-2.2370, -2.4899, 0.1827]], "mulliken_charge": [-1.034, -0.413, -0.193, 0.661, -0.601, -0.379, -0.610, 0.289, 0.278, 0.354, 0.281, 0.337, 0.248, 0.225, 0.278, 0.281]}

{"formula": "C4H9NO2", "method": "ωB97M-V/def2-TZVPD", "total_charge": 0, "energy_ha": -362.94041, "lumo_energy_ha": 0.0322, "relative_energy_kcal_mol": 91.1, "homo_ev": -7.17, "mol_weight_g_mol": 103.12, "smiles": "C=C(N)OCCO", "orbital_gap_ev": 8.05, "elements": ["C", "C", "N", "O", "C", "C", "O", "H", "H", "H", "H", "H", "H", "H", "H", "H"], "positions_angstrom": [[0.9862, -1.0284, -0.5691], [1.0572, -0.4186, 0.6425], [2.1853, 0.1276, 1.1782], [-0.0940, -0.3798, 1.3321], [-1.2900, -0.5200, 0.2214], [-1.4568, 0.6719, -0.7362], [-0.8983, 1.8062, -0.1233], [1.6779, -0.7916, -1.3494], [0.5651, -2.0276, -0.5417], [2.2020, 0.7103, 1.9970], [3.0571, -0.0359, 0.6950], [-1.4362, -1.4438, -0.3848], [-2.0255, -0.5036, 0.9985], [-1.0164, 0.4864, -1.7297], [-2.5506, 0.8073, -0.8858], [-0.9630, 2.5395, -0.7448]], "mulliken_charge": [-1.312, 0.928, -0.383, -0.491, -0.614, -0.285, -0.500, 0.339, 0.249, 0.211, 0.217, 0.285, 0.412, 0.324, 0.310, 0.310]}

{"formula": "C4H9NO2", "method": "ωB97M-V/def2-TZVPD", "total_charge": 0, "energy_ha": -363.03553, "lumo_energy_ha": 0.0340, "relative_energy_kcal_mol": 31.4, "homo_ev": -9.78, "mol_weight_g_mol": 103.12, "smiles": "COCCNC=O", "orbital_gap_ev": 10.71, "elements": ["C", "O", "C", "C", "N", "C", "O", "H", "H", "H", "H", "H", "H", "H", "H", "H"], "positions_angstrom": [[-0.2732, -2.2341, -0.1466], [0.1953, -1.1606, 0.6280], [1.0158, -0.2737, -0.0980], [0.8869, 1.0996, 0.5472], [-0.5060, 1.4933, 0.6650], [-1.2230, 1.8099, -0.4467], [-0.7442, 2.0122, -1.5464], [-0.7970, -1.8746, -1.0463], [0.5417, -2.9028, -0.4618], [-0.9747, -2.7979, 0.4726], [0.6803, -0.2040, -1.1425], [2.0663, -0.6082, -0.0980], [1.4114, 1.8395, -0.0625], [1.3223, 1.0981, 1.5508], [-1.0213, 1.0722, 1.4244], [-2.3077, 1.8881, -0.2413]], "mulliken_charge": [-0.698, -0.310, -0.442, -0.725, -0.183, 0.024, -0.550, 0.322, 0.277, 0.234, 0.406, 0.334, 0.336, 0.346, 0.283, 0.346]}

{"formula": "C4H9NO2", "method": "ωB97M-V/def2-TZVPD", "total_charge": 0, "energy_ha": -362.98811, "lumo_energy_ha": 0.0274, "relative_energy_kcal_mol": 61.1, "homo_ev": -9.27, "mol_weight_g_mol": 103.12, "smiles": "C[C@H](O)[C@@H](N)C=O", "orbital_gap_ev": 10.01, "elements": ["C", "C", "O", "C", "N", "C", "O", "H", "H", "H", "H", "H", "H", "H", "H", "H"], "positions_angstrom": [[0.3239, 2.2280, -0.4387], [-0.2666, 0.9939, 0.2568], [0.4775, 0.7814, 1.4343], [-0.4592, -0.2405, -0.6989], [0.6448, -0.3980, -1.4812], [-0.7548, -1.3787, 0.4074], [-0.2805, -2.5076, 0.5616], [-0.0106, 3.0760, 0.1589], [-0.1995, 2.4203, -1.3789], [1.3870, 2.3728, -0.7037], [-1.1889, 1.2916, 0.6515], [1.4527, 0.7420, 1.3258], [-1.3097, -0.0951, -1.3393], [0.8178, -1.4294, -1.7756], [1.4857, -0.3795, -0.8341], [-1.5838, -1.0194, 1.1361]], "mulliken_charge": [-1.268, -0.194, -0.544, -0.046, -0.644, 0.056, -0.507, 0.389, 0.341, 0.341, 0.414, 0.351, 0.434, 0.312, 0.308, 0.257]}

What did the third record say?
{"formula": "C4H9NO2", "method": "ωB97M-V/def2-TZVPD", "total_charge": 0, "energy_ha": -362.96806, "lumo_energy_ha": 0.0353, "relative_energy_kcal_mol": 73.7, "homo_ev": -9.70, "mol_weight_g_mol": 103.12, "smiles": "COC/C(C)=N\\O", "orbital_gap_ev": 10.66, "elements": ["C", "O", "C", "C", "C", "N", "O", "H", "H", "H", "H", "H", "H", "H", "H", "H"], "positions_angstrom": [[2.0216, 0.4509, -0.2600], [1.3851, -0.3628, 0.7020], [0.1179, 0.1362, 1.0781], [-0.9076, -0.2109, 0.0171], [-1.1724, -1.6717, -0.1971], [-1.5151, 0.6184, -0.7381], [-1.1769, 1.9431, -0.4645], [2.7802, -0.1636, -0.7494], [1.3162, 0.8160, -1.0197], [2.5111, 1.3145, 0.2146], [0.1427, 1.2139, 1.2714], [-0.1458, -0.3783, 2.0069], [-1.7082, -2.0967, 0.6609], [-0.2167, -2.1995, -0.2793], [-1.7646, -1.8329, -1.1003], [-1.6678, 2.4235, -1.1424]], "mulliken_charge": [-0.591, -0.367, -0.552, 0.805, -1.092, -0.548, -0.365, 0.252, 0.295, 0.234, 0.358, 0.321, 0.259, 0.271, 0.357, 0.365]}